DFT (ωB97M-V with the def2-TZVPD basis set) results for 2 unconnected molecules or ions with the total composition C6H12O.

Structure (XYZ):
```
19
Properties=species:S:1:pos:R:3:mulliken_charge:R:1
C 1.0703 -0.1690 -2.3864 -1.1849
H 0.7412 -1.5175 2.0677 0.3061
C 0.2374 -1.6821 1.1136 -1.0589
C -0.2908 1.7047 1.2906 0.1764
C 0.8954 -0.9159 -0.0024 -0.3294
H -2.3806 2.0312 1.5361 0.3404
H 0.6860 0.7999 -2.7303 0.2769
H -1.9824 0.3761 1.0630 0.1846
H -1.8856 1.7044 -0.1409 0.2405
H 0.9790 -0.8738 -3.2262 0.3257
H -0.8159 -1.4113 1.2322 0.2062
C 0.3363 -0.7049 -1.1920 0.2284
H 0.0903 1.1166 2.1547 0.3413
H 2.1321 -0.0539 -2.1409 0.3135
H -0.7030 -1.0065 -1.3437 0.3169
C -1.7203 1.4257 0.9015 -0.7823
H 0.2765 -2.7566 0.8963 0.3423
O 0.4029 2.5383 0.7612 -0.5028
H 1.9311 -0.6053 0.1459 0.2589
```

Values from the calculation:
Spin multiplicity: 1
SMILES: C/C=C/C.CC=O
Strongest force on any atom (eV/Å): 0.454
Lowest unoccupied orbital energy (eV): 1.060
Orbital gap (eV): 10.31
Electronic energy (eV): -8463.00019
Relative energy (zero: lowest compared OMol25 entry of this formula, charge and spin) (kcal per mole): 31.2
HOMO energy (hartree): -0.340



DFT (ωB97M-V with the def2-TZVPD basis set) results for 2 unconnected molecules or ions with the total composition C6H12O.

Structure (XYZ):
```
19
Properties=species:S:1:pos:R:3:mulliken_charge:R:1
H -0.4451 -1.5124 0.6281 0.2233
H 0.7007 -2.8132 0.8824 0.2949
H 0.5488 2.0009 0.2399 0.3501
C 1.3921 -1.2261 -0.3801 -0.1155
C -0.3983 1.6364 0.6241 0.1706
H 2.2174 -1.8513 -0.7531 0.3381
H -1.4056 1.3641 -1.2327 0.2523
H 0.4873 1.0490 2.4436 0.2940
H 1.7840 -0.4930 0.3387 0.1938
C 0.3005 -2.1306 0.1370 -1.0376
H -1.3407 0.7438 2.2543 0.2755
H -0.1941 -2.7445 -0.6283 0.3687
H 0.4986 -1.1605 -2.3915 0.3408
C -0.4066 1.0932 1.8319 -0.9169
C 1.0082 -0.5252 -1.6304 -0.1242
H -1.8562 2.8314 -0.4204 0.3285
H -2.5035 1.3079 0.1427 0.3031
O 1.2102 0.6459 -1.8407 -0.4759
C -1.5978 1.7840 -0.2457 -1.0637
```

Values from the calculation:
Spin multiplicity: 1
SMILES: CCC=O.C=CC
Strongest force on any atom (eV/Å): 0.983
Lowest unoccupied orbital energy (eV): 1.010
Orbital gap (eV): 10.54
Electronic energy (eV): -8462.92985
Relative energy (zero: lowest compared OMol25 entry of this formula, charge and spin) (kcal per mole): 32.8
HOMO energy (hartree): -0.350



DFT (ωB97M-V with the def2-TZVPD basis set) results for C6H12O in the gas phase.

Structure (XYZ):
```
19
Properties=species:S:1:pos:R:3:mulliken_charge:R:1
H -2.8704 1.2553 -0.0414 0.3216
H 0.3867 1.6461 -0.2169 0.2865
H 0.0341 1.2447 1.4722 0.3123
H -3.1488 -0.4879 0.1234 0.3478
C 0.1574 0.8193 0.4720 -0.6987
H 3.2133 -0.7049 -0.4362 0.3311
H -2.5519 0.4420 1.4930 0.3190
H 2.1804 0.2922 -1.4744 0.2716
H 0.0195 -0.3032 -1.9050 0.1890
C -2.4786 0.3354 0.4017 -1.3621
H -1.2468 -1.5117 -1.4883 0.3231
C -0.5017 -0.8004 -1.0875 -0.4820
H 2.9505 1.0155 -0.0460 0.3745
O 0.6440 -1.4301 -0.2541 -0.4859
H -0.7719 -0.9659 0.6409 0.2700
C -1.0400 -0.0357 0.0892 0.3600
C 1.2677 -0.2746 0.3861 0.3224
C 2.4803 0.1081 -0.4374 -1.3455
H 1.5938 -0.5181 1.4129 0.3454
```

Values from the calculation:
Spin multiplicity: 1
SMILES: C[C@H]1CO[C@@H](C)C1
Strongest force on any atom (eV/Å): 2.344
Lowest unoccupied orbital energy (eV): 1.012
Orbital gap (eV): 10.49
Electronic energy (eV): -8462.37590
Relative energy (zero: lowest compared OMol25 entry of this formula, charge and spin) (kcal per mole): 45.6
HOMO energy (hartree): -0.348